{"formula": "C104H203N11O26", "method": "ωB97M-V/def2-TZVPD", "elements": ["C", "C", "C", "C", "C", "C", "N", "O", "C", "C", "C", "H", "H", "H", "H", "H", "H", "H", "H", "H", "H", "H", "H", "H", "H", "H", "H", "H", "H", "C", "C", "C", "C", "C", "C", "N", "O", "C", "C", "C", "H", "H", "H", "H", "H", "H", "H", "H", "H", "H", "H", "H", "H", "H", "H", "H", "H", "H", "C", "C", "C", "C", "C", "C", "N", "O", "C", "C", "C", "H", "H", "H", "H", "H", "H", "H", "H", "H", "H", "H", "H", "H", "H", "H", "H", "H", "H", "C", "C", "C", "C", "C", "C", "N", "O", "C", "C", "C", "H", "H", "H", "H", "H", "H", "H", "H", "H", "H", "H", "H", "H", "H", "H", "H", "H", "H", "C", "C", "C", "C", "C", "C", "N", "O", "C", "C", "C", "H", "H", "H", "H", "H", "H", "H", "H", "H", "H", "H", "H", "H", "H", "H", "H", "H", "H", "C", "C", "C", "C", "C", "C", "N", "O", "C", "C", "C", "H", "H", "H", "H", "H", "H", "H", "H", "H", "H", "H", "H", "H", "H", "H", "H", "H", "H", "C", "C", "C", "C", "C", "C", "N", "O", "C", "C", "C", "H", "H", "H", "H", "H", "H", "H", "H", "H", "H", "H", "H", "H", "H", "H", "H", "H", "H", "C", "C", "C", "C", "C", "C", "N", "O", "C", "C", "C", "H", "H", "H", "H", "H", "H", "H", "H", "H", "H", "H", "H", "H", "H", "H", "H", "H", "H", "C", "C", "C", "C", "C", "C", "N", "O", "C", "C", "C", "H", "H", "H", "H", "H", "H", "H", "H", "H", "H", "H", "H", "H", "H", "H", "H", "H", "H", "C", "C", "C", "C", "C", "C", "N", "O", "C", "C", "C", "H", "H", "H", "H", "H", "H", "H", "H", "H", "H", "H", "H", "H", "H", "H", "H", "H", "H", "C", "C", "C", "C", "C", "C", "N", "O", "C", "C", "C", "H", "H", "H", "H", "H", "H", "H", "H", "H", "H", "H", "H", "H", "H", "H", "H", "H", "H", "O", "C", "O", "O", "H", "O", "C", "O", "O", "H", "O", "C", "O", "O", "H", "O", "C", "O", "O", "H", "O", "C", "O", "O", "H"], "positions_angstrom": [[25.994, 20.513, 8.765], [26.349, 21.714, 9.678], [26.387, 23.017, 8.872], [26.416, 24.218, 9.817], [25.035, 24.230, 10.524], [24.755, 23.064, 11.509], [25.072, 21.790, 10.660], [24.270, 20.968, 10.594], [23.288, 23.090, 11.935], [25.732, 23.080, 12.670], [27.627, 21.427, 10.482], [25.115, 20.674, 8.120], [25.883, 19.614, 9.379], [26.874, 20.464, 8.118], [25.530, 22.986, 8.168], [27.301, 22.917, 8.367], [26.433, 25.128, 9.199], [27.289, 24.198, 10.501], [24.159, 24.199, 9.838], [25.002, 25.195, 11.070], [23.188, 23.955, 12.536], [23.004, 22.190, 12.526], [22.545, 23.040, 11.065], [25.622, 23.927, 13.333], [26.797, 23.108, 12.381], [25.576, 22.149, 13.274], [27.587, 20.490, 11.064], [27.998, 22.240, 11.097], [28.391, 21.285, 9.696], [15.605, 19.454, 20.311], [14.158, 19.780, 20.813], [14.161, 20.124, 22.317], [14.853, 21.451, 22.790], [14.273, 22.687, 22.210], [14.462, 22.587, 20.722], [13.897, 21.174, 20.211], [13.087, 21.311, 19.237], [15.905, 22.680, 20.258], [13.649, 23.599, 20.048], [13.185, 18.717, 20.304], [16.337, 20.104, 20.860], [15.620, 19.688, 19.211], [15.731, 18.386, 20.438], [14.576, 19.236, 22.779], [13.114, 20.158, 22.607], [15.907, 21.344, 22.679], [14.532, 21.521, 23.850], [14.855, 23.514, 22.669], [13.207, 22.871, 22.362], [16.023, 22.323, 19.216], [16.589, 22.186, 20.918], [16.014, 23.754, 20.179], [12.616, 23.549, 20.351], [13.690, 23.737, 18.975], [14.046, 24.562, 20.325], [12.244, 18.615, 20.757], [13.567, 17.694, 20.356], [13.084, 18.892, 19.213], [13.244, 14.117, 13.968], [14.094, 13.579, 15.262], [14.728, 14.755, 15.959], [15.231, 14.318, 17.323], [14.064, 13.987, 18.240], [13.200, 12.759, 17.681], [12.910, 13.097, 16.293], [11.870, 13.134, 15.771], [11.871, 12.753, 18.344], [13.921, 11.439, 17.871], [15.112, 12.574, 14.906], [13.980, 14.473, 13.262], [12.657, 14.991, 14.168], [12.715, 13.348, 13.427], [14.047, 15.625, 16.035], [15.561, 15.162, 15.313], [15.733, 15.102, 17.872], [15.940, 13.538, 17.248], [13.384, 14.804, 18.428], [14.402, 13.660, 19.218], [11.215, 13.603, 17.965], [11.979, 12.768, 19.431], [11.324, 11.784, 18.092], [14.842, 11.311, 17.262], [13.288, 10.614, 17.546], [14.188, 11.210, 18.948], [15.662, 12.466, 15.845], [15.677, 13.086, 14.109], [14.679, 11.676, 14.470], [18.905, 27.186, 15.763], [19.866, 26.018, 15.909], [19.970, 25.008, 14.750], [20.573, 25.537, 13.447], [21.994, 26.038, 13.686], [22.127, 27.058, 14.780], [21.291, 26.721, 16.008], [21.634, 27.080, 17.081], [21.615, 28.540, 14.395], [23.557, 27.184, 15.304], [19.613, 25.274, 17.141], [19.053, 27.895, 14.990], [18.821, 27.747, 16.722], [17.966, 26.609, 15.507], [18.933, 24.671, 14.647], [20.609, 24.170, 15.142], [19.886, 26.336, 13.056], [20.583, 24.817, 12.664], [22.281, 26.521, 12.739], [22.608, 25.163, 13.936], [20.742, 28.538, 13.691], [22.509, 28.988, 13.969], [21.392, 29.083, 15.327], [23.760, 26.523, 16.087], [23.625, 28.209, 15.659], [24.300, 27.122, 14.584], [18.651, 24.795, 17.128], [19.580, 26.051, 17.945], [20.491, 24.709, 17.394], [24.732, 23.496, 22.485], [23.789, 24.712, 22.185], [23.844, 25.126, 20.728], [22.680, 25.954, 20.185], [21.449, 24.999, 20.202], [21.112, 24.549, 21.620], [22.355, 24.079, 22.365], [22.137, 23.340, 23.383], [20.111, 23.505, 21.673], [20.520, 25.757, 22.377], [23.903, 25.857, 23.213], [24.357, 22.653, 21.893], [24.677, 23.200, 23.555], [25.766, 23.771, 22.211], [24.011, 24.228, 20.038], [24.787, 25.614, 20.708], [22.862, 26.203, 19.139], [22.522, 26.862, 20.833], [21.653, 24.170, 19.564], [20.639, 25.545, 19.711], [20.595, 22.571, 21.599], [19.420, 23.749, 20.868], [19.576, 23.575, 22.607], [19.542, 25.987, 21.881], [21.112, 26.625, 22.240], [20.332, 25.610, 23.447], [23.314, 26.684, 22.935], [24.956, 26.228, 23.231], [23.729, 25.450, 24.226], [29.559, 23.306, 18.636], [28.341, 22.221, 18.778], [27.372, 22.475, 17.552], [26.549, 21.176, 17.107], [27.458, 19.972, 17.028], [28.248, 19.596, 18.359], [28.951, 20.868, 18.722], [30.150, 20.830, 18.862], [29.329, 18.486, 18.079], [27.194, 19.296, 19.407], [27.599, 22.490, 20.095], [28.989, 24.273, 18.545], [30.041, 23.104, 17.733], [30.305, 23.263, 19.447], [27.994, 22.873, 16.786], [26.636, 23.171, 17.940], [26.241, 21.270, 16.061], [25.730, 20.998, 17.797], [28.149, 20.092, 16.200], [26.917, 19.007, 16.872], [29.743, 18.101, 19.044], [30.226, 18.867, 17.524], [28.841, 17.659, 17.503], [26.323, 19.955, 19.433], [27.612, 19.201, 20.401], [26.645, 18.432, 19.102], [27.537, 23.570, 20.106], [28.198, 22.226, 21.017], [26.614, 22.036, 20.008], [19.299, 8.176, 8.745], [18.408, 8.303, 9.955], [19.122, 7.864, 11.200], [20.188, 8.888, 11.634], [19.537, 10.262, 11.947], [18.729, 10.948, 10.764], [17.968, 9.767, 10.114], [17.117, 10.110, 9.316], [19.759, 11.349, 9.637], [17.676, 12.032, 11.077], [17.116, 7.475, 9.775], [20.328, 8.400, 8.989], [18.948, 8.725, 7.914], [19.271, 7.131, 8.479], [19.577, 6.875, 10.974], [18.373, 7.736, 12.057], [21.007, 9.068, 10.947], [20.648, 8.685, 12.620], [20.395, 10.956, 12.214], [18.963, 10.117, 12.864], [19.119, 11.495, 8.739], [20.534, 10.570, 9.595], [20.298, 12.259, 9.819], [17.384, 12.387, 10.120], [18.179, 12.770, 11.727], [16.818, 11.504, 11.537], [16.787, 7.254, 8.754], [16.182, 7.868, 10.262], [17.430, 6.492, 10.193], [26.318, 17.114, 24.524], [24.836, 17.298, 24.415], [24.089, 16.291, 25.224], [22.699, 16.687, 25.642], [22.596, 18.165, 26.173], [23.147, 19.249, 25.308], [24.623, 18.756, 24.914], [25.529, 19.460, 24.913], [23.438, 20.558, 26.070], [22.470, 19.530, 23.926], [24.437, 17.322, 22.943], [26.759, 17.813, 23.838], [26.437, 16.091, 24.257], [26.631, 17.344, 25.560], [24.569, 16.064, 26.223], [24.056, 15.317, 24.730], [22.292, 15.939, 26.269], [22.161, 16.432, 24.750], [23.093, 18.180, 27.152], [21.500, 18.342, 26.341], [23.959, 21.270, 25.500], [24.101, 20.369, 26.909], [22.532, 21.041, 26.297], [22.308, 18.702, 23.210], [23.084, 20.295, 23.498], [21.485, 19.892, 24.006], [24.768, 18.240, 22.342], [23.390, 17.085, 22.752], [25.001, 16.509, 22.491], [12.961, 18.887, 11.838], [13.821, 20.059, 11.412], [14.664, 20.683, 12.477], [15.791, 21.507, 11.912], [16.633, 20.644, 11.053], [15.900, 20.161, 9.792], [14.686, 19.509, 10.261], [14.258, 18.480, 9.725], [16.576, 19.019, 9.032], [15.480, 21.337, 8.745], [12.780, 21.036, 10.780], [12.209, 18.795, 11.133], [12.485, 19.400, 12.641], [13.342, 17.935, 12.121], [15.118, 19.980, 13.274], [13.938, 21.322, 12.983], [16.246, 21.875, 12.801], [15.444, 22.501, 11.459], [16.996, 19.763, 11.560], [17.454, 21.326, 10.695], [17.574, 19.334, 8.708], [16.016, 18.606, 8.202], [16.675, 18.205, 9.700], [14.915, 22.070, 9.257], [14.795, 20.882, 8.036], [16.382, 21.792, 8.367], [12.465, 20.534, 9.886], [13.300, 21.928, 10.496], [12.022, 21.241, 11.542], [7.273, 24.861, 22.093], [6.246, 25.624, 21.201], [6.699, 25.613, 19.714], [5.580, 25.544, 18.719], [4.519, 24.440, 18.907], [3.936, 24.450, 20.313], [4.985, 24.661, 21.426], [4.809, 24.450, 22.581], [3.382, 23.126, 20.696], [2.886, 25.554, 20.372], [5.997, 27.120, 21.691], [7.038, 24.948, 23.126], [8.231, 25.393, 21.974], [7.310, 23.795, 21.903], [7.445, 24.770, 19.635], [7.284, 26.508, 19.563], [6.067, 25.520, 17.727], [4.944, 26.520, 18.729], [4.997, 23.395, 18.758], [3.671, 24.526, 18.180], [4.137, 22.307, 20.885], [2.589, 22.806, 19.958], [2.860, 23.214, 21.655], [2.527, 25.654, 21.407], [2.101, 25.260, 19.690], [3.217, 26.531, 20.016], [6.890, 27.554, 22.141], [5.280, 27.088, 22.506], [5.582, 27.757, 20.938], [21.894, 19.853, 18.065], [21.507, 19.304, 16.694], [20.543, 18.080, 16.862], [19.226, 18.513, 17.350], [18.571, 19.402, 16.287], [19.311, 20.799, 16.105], [20.670, 20.309, 15.870], [21.069, 20.456, 14.741], [19.351, 21.760, 17.239], [18.717, 21.553, 14.925], [22.717, 18.897, 15.850], [22.405, 19.144, 18.594], [21.108, 20.117, 18.784], [22.549, 20.694, 17.917], [21.058, 17.356, 17.491], [20.363, 17.640, 15.916], [19.241, 19.025, 18.317], [18.593, 17.613, 17.469], [17.548, 19.724, 16.584], [18.463, 18.903, 15.338], [19.915, 22.634, 17.061], [19.789, 21.364, 18.202], [18.352, 22.101, 17.533], [19.211, 22.493, 14.656], [17.653, 21.789, 15.222], [18.711, 20.957, 14.020], [23.150, 18.123, 16.449], [23.445, 19.735, 15.817], [22.321, 18.479, 14.876], [17.833, 17.743, 12.907], [16.671, 17.094, 12.594], [16.507, 15.938, 12.969], [15.862, 17.803, 11.953], [18.311, 17.051, 13.353], [14.201, 22.865, 16.770], [15.042, 21.914, 16.270], [15.571, 22.041, 15.182], [15.318, 21.118, 17.158], [13.722, 23.409, 16.155], [18.936, 18.673, 21.149], [20.149, 19.353, 20.950], [19.969, 20.585, 20.586], [21.123, 18.645, 21.014], [18.386, 19.458, 21.384], [23.516, 23.650, 17.880], [22.946, 23.521, 16.702], [22.493, 24.650, 16.162], [22.641, 22.314, 16.306], [23.634, 22.759, 18.224], [22.561, 21.678, 20.393], [23.845, 21.105, 20.387], [24.161, 20.249, 21.230], [24.593, 21.643, 19.425], [21.930, 20.961, 20.673]], "lowdin_charge": [-0.014, -0.403, -0.118, -0.135, -0.116, -0.430, 0.022, 0.230, -0.007, -0.002, -0.003, 0.106, 0.096, 0.110, 0.148, 0.118, 0.133, 0.123, 0.137, 0.140, 0.049, 0.105, 0.128, 0.100, 0.073, 0.111, 0.110, 0.066, 0.118, 0.018, -0.412, -0.090, -0.160, -0.134, -0.446, 0.095, 0.177, 0.013, -0.050, -0.003, 0.076, 0.100, 0.093, 0.133, 0.124, 0.096, 0.139, 0.159, 0.137, 0.097, 0.068, 0.100, 0.099, 0.086, 0.109, 0.072, 0.092, 0.105, 0.017, -0.370, -0.132, -0.167, -0.081, -0.484, 0.016, 0.229, -0.033, 0.010, -0.014, 0.079, 0.081, 0.086, 0.142, 0.144, 0.121, 0.093, 0.119, 0.130, 0.122, 0.109, 0.128, 0.085, 0.099, 0.138, 0.066, 0.114, 0.108, 0.012, -0.441, -0.129, -0.143, -0.151, -0.398, -0.011, 0.184, 0.030, -0.006, -0.040, 0.060, 0.115, 0.130, 0.124, 0.114, 0.132, 0.097, 0.141, 0.095, 0.098, 0.092, 0.099, 0.060, 0.094, 0.079, 0.112, 0.094, 0.072, 0.016, -0.392, -0.133, -0.119, -0.112, -0.464, 0.099, 0.172, -0.032, 0.013, 0.022, 0.056, 0.093, 0.103, 0.130, 0.119, 0.104, 0.122, 0.103, 0.109, 0.051, 0.114, 0.097, 0.126, 0.057, 0.111, 0.059, 0.125, 0.108, 0.012, -0.394, -0.051, -0.139, -0.121, -0.406, 0.006, 0.201, 0.001, 0.001, -0.012, 0.115, 0.055, 0.100, 0.101, 0.115, 0.109, 0.075, 0.122, 0.138, 0.104, 0.102, 0.108, 0.063, 0.104, 0.099, 0.084, 0.125, 0.052, 0.016, -0.470, -0.129, -0.168, -0.123, -0.386, 0.034, 0.197, 0.025, 0.008, -0.005, 0.089, 0.096, 0.117, 0.151, 0.159, 0.099, 0.132, 0.145, 0.115, 0.111, 0.080, 0.095, 0.073, 0.114, 0.099, 0.100, 0.112, 0.112, -0.013, -0.459, -0.148, -0.155, -0.090, -0.363, 0.011, 0.235, 0.000, 0.015, -0.001, 0.088, 0.102, 0.120, 0.153, 0.145, 0.111, 0.105, 0.133, 0.154, 0.058, 0.105, 0.091, 0.073, 0.065, 0.087, 0.110, 0.088, 0.099, -0.020, -0.429, -0.144, -0.192, -0.118, -0.402, 0.005, 0.182, -0.015, 0.059, 0.024, 0.063, 0.091, 0.083, 0.164, 0.124, 0.081, 0.148, 0.099, 0.147, 0.106, 0.094, 0.064, 0.041, 0.098, 0.096, 0.095, 0.066, 0.114, -0.028, -0.348, -0.152, -0.180, -0.125, -0.488, 0.034, 0.221, -0.038, 0.019, 0.029, 0.074, 0.110, 0.092, 0.136, 0.124, 0.128, 0.144, 0.153, 0.152, 0.122, 0.135, 0.096, 0.114, 0.112, 0.093, 0.103, 0.088, 0.080, -0.008, -0.377, -0.121, -0.162, -0.050, -0.425, 0.030, 0.158, 0.006, -0.001, -0.009, 0.073, 0.055, 0.064, 0.143, 0.107, 0.110, 0.132, 0.131, 0.109, 0.049, 0.093, 0.105, 0.070, 0.095, 0.086, 0.084, 0.094, 0.110, 0.052, -0.815, -0.021, -0.025, 0.077, 0.044, -0.864, -0.004, -0.036, 0.092, 0.015, -0.793, -0.108, 0.040, 0.072, 0.082, -0.639, -0.099, -0.059, 0.052, 0.013, -0.698, 0.004, -0.136, 0.074], "lumo_ev": -10.7, "fmax_ev_per_a": 6.5, "charge": 6, "orbital_gap_ev": 5.1, "homo_energy_ev": -15.746}